Here is a structure of composition C25H22N4O4RuSSi in a non-equilibrium geometry from the OMol25 dataset. Energies are from the ωB97M-V functional and the def2-TZVPD basis.

Structure (XYZ):
```
58
Properties=species:S:1:pos:R:3:forces:R:3
Ru -1.304836 -0.420198 -0.177197 0.85 2.18 -1.57
O 3.114012 -4.062012 1.090433 0.16 0.01 -0.15
C 3.558328 -3.277947 0.128736 -0.08 -0.03 0.10
O 4.607905 -3.406968 -0.431154 -0.02 -0.03 0.05
C 2.674546 -2.131925 -0.304816 0.39 -0.12 -0.59
C 2.961799 -1.425348 -1.479155 -0.15 0.08 0.19
N 2.011713 -0.510030 -1.647554 0.33 0.10 -0.39
N 1.125602 -0.547124 -0.618655 -0.36 0.80 -1.13
C 1.536142 -1.541376 0.180686 -0.24 -0.17 0.47
C 0.625081 -1.868792 1.313090 -0.10 -0.36 0.80
O 0.687498 -3.018272 1.714117 -0.23 0.17 0.43
O -0.174977 -0.921158 1.685278 0.66 -0.58 0.56
H 2.204995 -3.824815 1.372928 -0.08 0.05 0.05
H 3.785005 -1.556227 -2.166068 -0.03 -0.01 -0.01
H 1.956131 0.212770 -2.358972 -0.01 -0.26 0.11
S -4.775501 1.167046 2.083550 -0.10 0.07 0.05
C -5.115105 1.221183 0.408904 0.08 -0.02 -0.07
C -4.069864 0.735925 -0.300791 -0.05 0.08 0.30
N -3.010614 0.329068 0.493422 -0.69 -0.27 -0.12
C -3.267121 0.503170 1.782299 0.05 -0.02 -0.11
H -6.051925 1.599234 0.034035 0.00 0.01 0.01
H -3.997576 0.653727 -1.371344 0.04 -0.04 -0.02
H -2.569488 0.233507 2.562688 0.02 -0.04 -0.03
C -2.585472 -5.065229 -0.614941 0.00 0.02 0.01
C -2.142674 -4.360954 -1.726408 -0.04 -0.03 0.04
C -1.751211 -3.048641 -1.572464 0.11 0.01 -0.21
N -1.785504 -2.436388 -0.380468 0.62 0.54 0.47
C -2.206756 -3.117331 0.698718 0.07 0.07 0.09
C -2.615348 -4.430380 0.618100 -0.04 -0.05 -0.08
H -2.898380 -6.096229 -0.710173 0.01 0.00 0.01
H -2.098303 -4.821183 -2.702796 -0.01 0.02 -0.01
H -1.401232 -2.459189 -2.408375 -0.02 0.02 0.02
H -2.180329 -2.591563 1.643526 0.02 0.02 -0.01
H -2.939423 -4.944364 1.511239 -0.01 0.01 0.00
C 4.544864 2.289958 1.989597 -0.01 0.00 -0.03
C 3.654994 1.613186 2.814243 0.10 -0.02 0.01
C 2.417647 1.227674 2.330516 -0.08 -0.21 -0.08
C 2.060280 1.531309 1.013998 -0.12 0.46 0.64
C 2.949880 2.247555 0.192930 -0.10 -0.02 0.34
C 4.196526 2.604460 0.681431 0.01 -0.01 0.01
Si 0.511234 1.092438 0.177905 0.53 -2.19 0.30
C -0.257107 2.423223 -0.760676 -0.58 0.47 0.20
C -0.608331 3.456890 0.144023 0.02 0.05 -0.09
C -1.121000 4.657336 -0.320209 0.06 -0.18 0.08
C -1.279848 4.846364 -1.685754 0.03 -0.04 -0.08
C -0.942246 3.838137 -2.585825 0.00 -0.03 -0.05
C -0.460115 2.626057 -2.129036 -0.03 -0.16 -0.22
H 5.513072 2.585809 2.371029 -0.01 0.00 0.00
H 3.927767 1.383536 3.835242 0.01 0.01 0.00
H 1.733888 0.680305 2.969489 0.01 0.05 -0.01
H 2.660312 2.561946 -0.800369 -0.01 0.03 -0.17
H 4.884188 3.151027 0.050915 0.02 0.00 0.00
H -1.497920 0.003882 -1.684781 -0.95 -0.45 -0.07
H -0.456357 3.335738 1.214691 0.04 0.00 -0.05
H -1.376306 5.443592 0.376505 -0.01 0.00 0.01
H -1.665334 5.786861 -2.056661 0.00 0.00 -0.01
H -1.063419 4.000285 -3.648330 -0.01 0.00 0.01
H -0.233815 1.840472 -2.841293 -0.04 0.03 0.01
```
Positions in Å, forces in eV/Å.

Summary:
Charge = +2
Gap between HOMO and LUMO (alpha / beta) = 6.82 / 6.80 eV
ΔE to the lowest compared entry with this formula, charge and spin = 3.0999 eV
Highest occupied orbital energy (alpha / beta) = -14.8471 / -14.7838 eV
E = -2267.857386 Eh

Here are the Mulliken charges for atoms 1 to 6, given in e: 0.303 -0.508 0.419 -0.527 0.608 -0.349